No. 1
Here is one molecule with the formula C3H3BrFI in a non-equilibrium geometry from OMol25. Energies are from ωB97M-V/def2-TZVPD.

Structure (XYZ):
```
9
Properties=species:S:1:pos:R:3:forces:R:3
C -0.9886 -0.5933 0.9492 1.2 0.0 -1.1
C -0.0321 -0.5872 0.0294 1.2 0.8 -0.4
C 0.3657 0.6613 -0.8588 3.3 -1.9 1.9
F -0.6903 1.3332 -1.1793 -1.3 0.8 -1.3
Br 1.5381 2.0278 0.2243 -0.6 -1.0 -0.3
I 1.3708 -2.1493 -0.2795 -0.5 0.3 0.2
H -1.2406 -1.3472 1.6401 0.1 -1.2 0.3
H -1.5482 0.2749 1.0913 -0.9 1.5 0.0
H 1.2252 0.3799 -1.6167 -2.6 0.7 0.8
```
Positions in Å, forces in eV/Å.

largest force on an atom: 4.3 eV/A
energy relative to the best compared isomer or geometry (same formula, charge and spin): 0.0 kJ/mol
energy: -84018.606 eV
gap between HOMO and LUMO: 9.50 eV
2S+1: 1
SMILES string: C=C(I)[C@@H](F)Br
total charge: 0

Table of Löwdin atomic charges, one value per atom, all in e: number 1, C, carries -0.03; number 2, C, carries -0.77; number 3, C, carries -0.74; number 4, F, carries 0.00; number 5, Br, carries 0.51; number 6, I, carries 0.84; number 7, H, carries 0.05; number 8, H, carries 0.06; number 9, H, carries 0.08

No. 2
Here is C33H47AsN7Ru as an isolated structure in a non-equilibrium geometry from OMol25. Energies are from ωB97M-V/def2-TZVPD.

Structure (XYZ):
```
89
Properties=species:S:1:pos:R:3:forces:R:3
Ru 0.5846 0.3860 -0.0051 0.2 0.2 0.1
C 3.4216 0.1798 0.6535 0.0 0.0 0.0
N 2.1559 -0.5022 1.0759 0.0 0.0 0.1
C 1.9927 -0.1819 2.5157 0.0 0.0 0.0
C 1.5738 1.2647 2.6395 0.0 0.0 0.0
C 1.8503 1.9768 3.7925 0.0 0.0 0.0
C 1.5021 3.3170 3.8675 0.0 0.0 0.0
C 0.9006 3.9020 2.7660 0.0 0.0 0.0
C 0.6565 3.1234 1.6495 0.0 0.1 0.0
N 0.9660 1.8237 1.5685 0.0 0.0 -0.1
C 2.1899 -1.9587 0.7729 0.0 0.0 0.0
C 1.5122 -2.3067 -0.5357 0.0 0.0 0.0
C 1.7870 -3.5106 -1.1603 0.0 0.0 0.0
C 1.0783 -3.8647 -2.2979 0.0 0.0 0.0
C 0.1048 -2.9997 -2.7748 0.0 0.0 0.0
C -0.1046 -1.8079 -2.1094 0.0 0.0 -0.1
N 0.5825 -1.4512 -1.0149 0.0 0.0 0.0
C 3.4111 0.4291 -0.8127 0.0 0.0 0.0
C 4.5556 0.3757 -1.5875 0.0 0.0 0.0
C 4.4537 0.5742 -2.9539 0.0 0.0 0.0
C 3.1929 0.7744 -3.4952 0.0 0.0 0.0
C 2.1026 0.8141 -2.6506 0.0 0.0 -0.1
N 2.1939 0.6932 -1.3191 0.0 0.0 0.1
H 3.4785 1.1365 1.1751 0.0 0.0 0.0
H 4.2852 -0.4136 0.9604 0.0 0.0 0.0
H 1.2631 -0.8489 2.9750 0.0 0.0 0.0
H 2.9283 -0.3459 3.0581 0.0 0.0 0.0
H 2.3559 1.4900 4.6163 0.0 0.0 0.0
H 1.7192 3.8944 4.7562 0.0 0.0 0.0
H 0.6372 4.9502 2.7579 0.0 0.0 0.0
H 0.2048 3.5655 0.7747 0.0 0.0 0.0
H 3.2158 -2.3323 0.7735 0.0 0.0 0.0
H 1.6768 -2.4916 1.5782 0.0 0.0 0.0
H 2.5452 -4.1685 -0.7561 0.0 0.0 0.0
H 1.2797 -4.8019 -2.7992 0.0 0.0 0.0
H -0.4782 -3.2404 -3.6524 0.0 0.0 0.0
H -0.8476 -1.0963 -2.4460 0.0 0.0 0.0
H 5.5103 0.1676 -1.1236 0.0 0.0 0.0
H 5.3318 0.5416 -3.5846 0.0 0.0 0.0
H 3.0535 0.8840 -4.5613 0.0 0.0 0.0
H 1.1066 0.9262 -3.0514 0.0 0.0 0.0
N -4.7078 0.3666 4.0831 0.0 0.0 0.0
C -3.6034 0.9482 3.1961 0.0 0.0 0.0
C -2.2991 0.1576 3.3404 0.0 0.0 0.0
C -2.1337 -1.0327 2.3697 0.1 0.1 0.2
N -0.9559 -0.8446 1.4445 -0.2 -0.1 -0.3
C -3.4461 -1.3954 1.6820 0.1 0.0 0.0
C -4.1934 -0.2662 0.9802 0.0 0.0 0.1
N -3.6405 -0.0879 -0.3723 -0.1 0.0 -0.1
C -4.0735 1.0625 1.7535 0.0 0.0 0.0
H -4.4212 0.3436 5.0662 0.0 0.0 0.0
H -4.9673 -0.5866 3.8187 0.0 0.0 0.0
H -5.5564 0.9383 4.0313 0.0 0.0 0.0
H -3.4604 1.9477 3.6061 0.0 0.0 0.0
H -2.1886 -0.1783 4.3744 0.0 0.0 0.0
H -1.4860 0.8666 3.1695 0.0 0.0 0.0
H -1.8841 -1.9123 2.9672 0.0 0.1 0.1
H -1.1075 -1.4969 0.6770 0.0 0.0 0.0
H -0.1857 -1.2572 1.9556 0.0 0.0 0.0
H -4.0874 -1.8191 2.4625 0.0 -0.1 0.0
H -3.2998 -2.2329 0.9949 0.0 0.0 0.0
H -5.2493 -0.5538 0.9278 0.0 0.0 0.0
H -4.2390 0.5510 -0.8914 0.0 0.0 0.1
H -3.7346 -0.9710 -0.8692 0.0 0.0 0.0
H -5.0024 1.6355 1.7025 0.0 0.0 0.0
H -3.3074 1.6651 1.2623 0.0 0.0 0.0
C 0.3423 3.4704 -2.0453 0.1 0.0 0.0
As -0.8181 2.0292 -1.4109 0.0 -0.1 0.0
C -2.2470 3.1454 -0.6944 0.0 0.0 0.1
C -1.7122 1.5270 -3.1442 0.1 0.2 -0.1
C -2.1985 2.6663 -3.9817 -1.6 -0.4 1.1
C -3.4933 3.1550 -3.8880 0.1 0.1 -0.2
C -3.9630 4.2168 -4.7278 -0.3 -1.3 1.4
C -3.1233 4.8055 -5.6689 1.6 0.2 -0.9
C -1.8309 4.3359 -5.7807 -0.2 0.0 0.1
C -1.3697 3.2736 -4.9398 0.4 1.1 -1.4
H -0.2436 4.3435 -2.3290 0.0 0.0 0.0
H 0.9502 3.1575 -2.8900 0.0 0.0 0.0
H 1.0257 3.7547 -1.2461 0.0 0.0 0.0
H -2.3771 4.0335 -1.3113 0.0 0.0 0.0
H -1.9961 3.4699 0.3139 0.0 0.0 0.0
H -3.1794 2.5886 -0.6581 0.0 0.0 0.0
H -2.5305 0.8751 -2.8393 0.0 0.0 -0.1
H -0.9775 0.9433 -3.6995 0.0 -0.1 0.0
H -4.1868 2.7065 -3.1876 0.0 0.0 -0.1
H -4.9885 4.5517 -4.6345 0.0 0.0 0.0
H -3.4790 5.6043 -6.3052 0.0 0.0 0.0
H -1.1606 4.7602 -6.5174 0.0 0.0 0.1
H -0.3572 2.9130 -5.0766 0.0 0.0 0.0
```
Positions in Å, forces in eV/Å.

largest force on an atom: 2.0 eV/A
⟨S²⟩: 0.77
energy relative to the best compared isomer or geometry (same formula, charge and spin): 76.6 kJ/mol
energy: -108799.874 eV
gap between HOMO and LUMO (spin up / spin down): 8.41 / 4.26 eV
2S+1: 2
total charge: +4

Table of Löwdin atomic charges, one value per atom, all in e: number 1, Ru, carries 0.90; number 2, C, carries -0.08; number 3, N, carries -0.25; number 4, C, carries -0.11; number 5, C, carries -0.27; number 6, C, carries 0.02; number 7, C, carries 0.00; number 8, C, carries -0.01; number 9, C, carries -0.12; number 10, N, carries -0.02; number 11, C, carries -0.07; number 12, C, carries -0.23; number 13, C, carries 0.02; number 14, C, carries 0.01; number 15, C, carries -0.01; number 16, C, carries -0.11; number 17, N, carries -0.06; number 18, C, carries -0.23; number 19, C, carries 0.03; number 20, C, carries 0.01; number 21, C, carries -0.01; number 22, C, carries -0.14; number 23, N, carries -0.02; number 24, H, carries 0.14; number 25, H, carries 0.15; number 26, H, carries 0.12; number 27, H, carries 0.15; number 28, H, carries 0.14; number 29, H, carries 0.14; number 30, H, carries 0.13; number 31, H, carries 0.07; number 32, H, carries 0.15; number 33, H, carries 0.14; number 34, H, carries 0.14; number 35, H, carries 0.14; number 36, H, carries 0.13; number 37, H, carries 0.09; number 38, H, carries 0.14; number 39, H, carries 0.14; number 40, H, carries 0.13; number 41, H, carries 0.06; number 42, N, carries 0.25; number 43, C, carries -0.25; number 44, C, carries -0.07; number 45, C, carries -0.30; number 46, N, carries 0.04; number 47, C, carries -0.10; number 48, C, carries -0.36; number 49, N, carries 0.05; number 50, C, carries -0.09; number 51, H, carries 0.18; number 52, H, carries 0.16; number 53, H, carries 0.19; number 54, H, carries 0.16; number 55, H, carries 0.13; number 56, H, carries 0.12; number 57, H, carries 0.15; number 58, H, carries 0.07; number 59, H, carries 0.04; number 60, H, carries 0.12; number 61, H, carries 0.13; number 62, H, carries 0.15; number 63, H, carries 0.08; number 64, H, carries 0.09; number 65, H, carries 0.14; number 66, H, carries 0.10; number 67, C, carries -0.26; number 68, As, carries 1.12; number 69, C, carries -0.28; number 70, C, carries -0.29; number 71, C, carries -0.25; number 72, C, carries 0.02; number 73, C, carries 0.09; number 74, C, carries 0.02; number 75, C, carries 0.04; number 76, C, carries 0.09; number 77, H, carries 0.05; number 78, H, carries 0.02; number 79, H, carries 0.03; number 80, H, carries 0.04; number 81, H, carries 0.02; number 82, H, carries 0.00; number 83, H, carries 0.07; number 84, H, carries 0.07; number 85, H, carries 0.13; number 86, H, carries 0.15; number 87, H, carries 0.15; number 88, H, carries 0.14; number 89, H, carries 0.14

No. 3
Here is a 2-piece molecular cluster, C4H7O overall in a non-equilibrium geometry from OMol25. Energies are from ωB97M-V/def2-TZVPD.

Structure (XYZ):
```
12
Properties=species:S:1:pos:R:3:forces:R:3
C -1.5250 -0.7600 -0.6042 1.9 1.9 1.0
C -0.0946 -0.1125 2.1890 -0.7 -1.8 -1.0
C 0.4310 0.1992 -0.1014 -6.6 -3.0 2.8
C 1.1655 0.5434 -1.2250 -1.0 0.5 -1.9
O 0.5916 0.3879 1.1991 1.7 1.2 -4.2
H -2.4022 -0.3443 -0.0468 1.2 -0.3 -0.2
H -1.6474 -0.9511 -1.6764 0.6 0.0 0.4
H -0.5417 -1.0711 1.9932 -0.5 0.0 0.2
H 0.1683 0.2768 3.1082 0.3 0.8 1.7
H 2.0445 1.0114 -0.9902 2.4 1.4 0.2
H 1.3073 -0.2783 -1.9073 0.4 -1.0 0.2
H 0.5027 1.0987 -1.9382 0.4 0.3 0.9
```
Positions in Å, forces in eV/Å.

largest force on an atom: 7.8 eV/A
energy relative to the best compared isomer or geometry (same formula, charge and spin): 575.7 kJ/mol
energy: -6293.437 eV
gap between HOMO and LUMO (spin up / spin down): 8.07 / 8.35 eV
2S+1: 1
total charge: +1

Table of Löwdin atomic charges, one value per atom, all in e: number 1, C, carries 0.24; number 2, C, carries 0.14; number 3, C, carries -0.02; number 4, C, carries -0.01; number 5, O, carries 0.04; number 6, H, carries 0.03; number 7, H, carries 0.02; number 8, H, carries 0.11; number 9, H, carries 0.09; number 10, H, carries 0.09; number 11, H, carries 0.13; number 12, H, carries 0.15